Entry 1:
Formula: C3H3N2S
Source: OMol25
Level of theory: ωB97M-V with the def2-TZVPD basis set

* net charge: +1
* spin multiplicity: 1
* HOMO: -0.5128 Ha
* orbital gap: 0.280 Eh

```
9
Properties=species:S:1:pos:R:3:forces:R:3
C -1.752 -0.253 0.422 2.6 1.9 -0.5
H -1.201 1.621 -0.917 -1.0 -1.2 1.6
S 2.918 -0.273 0.074 1.9 -0.4 -0.2
N -0.660 -0.771 -0.048 0.3 -2.1 -0.4
C -1.142 0.935 0.016 3.8 1.7 -1.7
H -2.671 -0.539 0.722 -2.8 -1.5 0.5
N 1.544 0.511 0.029 -3.9 0.2 0.3
H 2.652 -1.510 -0.393 -0.5 -0.1 0.2
C 0.313 0.279 0.094 -0.4 1.5 0.2
```
Positions in Å, forces in eV/Å.

Atomic charges from the Mulliken analysis, expressed in e, are listed below:
1 C 0.0877
2 H 0.2769
3 S 0.0700
4 N -0.1380
5 C -0.0918
6 H 0.4234
7 N -0.2781
8 H 0.1802
9 C 0.4698

Entry 2:
Formula: C2H5N3S
Source: OMol25
Level of theory: ωB97M-V with the def2-TZVPD basis set

* net charge: 0
* spin multiplicity: 1
* HOMO: -0.3018 Ha
* orbital gap: 0.324 Eh

```
11
Properties=species:S:1:pos:R:3:forces:R:3
H 4.047 0.903 0.070 0.2 -0.1 0.0
C -0.425 0.220 -0.152 -1.5 0.4 -0.1
H -3.448 -0.782 0.084 -0.1 -0.7 0.1
H 0.968 -1.431 0.109 -0.3 -1.1 -0.1
N -2.726 -0.112 -0.016 1.1 1.6 -0.4
N -1.463 -0.564 -0.152 0.8 0.3 0.7
H -0.415 1.344 -0.206 -0.4 -1.0 0.3
C 0.892 -0.382 -0.061 0.8 0.1 -0.1
H -2.881 0.782 0.448 0.1 -0.3 -0.3
S 3.514 -0.319 -0.036 -0.8 0.2 0.2
N 1.936 0.341 -0.088 0.1 0.6 -0.3
```
Positions in Å, forces in eV/Å.

Atomic charges from the Mulliken analysis, expressed in e, are listed below:
1 H 0.1592
2 C -0.1662
3 H 0.2319
4 H 0.3836
5 N -0.4079
6 N -0.2435
7 H 0.3519
8 C 0.0071
9 H 0.2270
10 S -0.1422
11 N -0.4008

Entry 3:
Formula: C16H42F3N4O8
Source: OMol25
Level of theory: ωB97M-V with the def2-TZVPD basis set

* net charge: +1
* spin multiplicity: 1
* HOMO: -0.1765 Ha
* orbital gap: 0.048 Eh

```
73
Properties=species:S:1:pos:R:3:forces:R:3
H -4.165 0.499 7.816 -0.3 -0.1 0.3
O 1.449 9.662 -1.131 0.3 -2.8 0.3
H -2.869 -9.329 2.919 0.1 -0.3 -0.4
H -2.904 2.180 4.179 -0.7 -0.1 -0.2
C -3.719 -6.007 3.502 -1.5 -0.5 1.4
H 6.049 -3.157 -7.235 0.3 -0.3 -0.2
C 1.822 8.366 -1.575 -0.9 0.0 -0.5
H 2.902 8.267 -1.682 0.3 0.1 -0.1
C -4.975 0.989 7.276 -0.5 0.6 -0.6
O 1.697 11.553 -0.227 1.6 -1.7 3.0
H -1.559 4.865 6.445 -0.5 -0.1 0.1
H 3.818 -3.663 -7.621 -0.7 0.1 0.8
H -4.091 -8.826 4.044 0.7 0.7 0.8
H 5.749 -1.617 -6.711 0.2 0.6 -0.4
H -2.005 -5.965 1.544 -0.1 0.6 -0.3
H -4.229 3.752 6.634 0.9 0.9 -0.2
H -1.913 1.720 6.006 0.3 0.1 1.2
H -0.816 3.661 7.482 0.2 0.0 -0.2
H -3.327 -4.990 3.538 0.0 0.0 -1.1
N 2.852 -0.389 0.829 2.0 2.4 -0.6
H 0.045 8.183 -2.866 0.0 0.0 0.0
F 0.982 9.338 1.758 0.6 -0.1 0.0
C -2.239 2.757 6.094 0.1 1.7 0.0
C 5.566 -2.749 -10.897 1.6 0.2 -0.6
C 3.023 -1.562 -6.887 0.6 -0.7 0.3
H 1.498 8.834 -3.659 -0.2 0.2 0.0
H 3.244 10.347 -0.508 1.0 -0.8 0.5
H 3.466 -0.572 -6.785 0.4 0.0 -0.4
H -4.536 -10.601 1.714 0.0 0.0 0.3
H -3.873 -6.133 4.574 0.4 -0.5 0.4
H -3.439 2.903 7.914 0.0 -0.6 0.1
H 2.750 -1.791 -5.856 -0.1 -0.5 -0.1
H -3.095 -7.059 0.855 -0.7 0.1 -0.1
C -3.616 -8.556 3.101 0.3 0.6 0.0
N -2.411 -6.889 1.578 0.7 -0.9 1.4
C 2.249 10.287 -0.068 -1.8 4.6 -2.7
H 5.228 -2.800 -5.813 0.0 -0.6 0.4
C -5.261 -9.801 1.864 -0.8 0.7 0.0
C 1.129 8.095 -2.948 0.7 0.5 0.7
H -5.648 0.285 6.786 0.4 -0.2 -0.2
O 2.860 0.836 0.944 0.0 1.9 0.0
H -5.832 -9.650 0.948 0.4 0.1 -0.2
H 6.127 -3.586 -11.313 0.6 0.3 0.3
N 5.378 -2.554 -6.781 -1.3 0.4 0.0
H -3.138 3.809 4.629 -0.7 0.1 -0.7
H -1.643 -7.529 1.436 0.4 -0.4 -0.5
H -5.654 1.610 7.861 0.3 -0.2 0.7
H 4.858 -2.577 -11.709 -1.0 0.4 0.7
F 2.926 10.032 2.313 1.2 1.0 0.9
H -2.004 -7.147 3.655 0.4 -0.4 -0.5
N -2.536 2.998 4.643 0.3 0.7 0.0
H -4.758 -6.184 3.224 0.0 0.9 -0.9
H 3.349 -2.335 -9.542 -0.4 0.2 0.2
H 6.149 -1.869 -10.628 0.5 0.3 -1.5
C -1.170 3.846 6.468 -0.6 -0.9 0.1
C -3.591 2.891 6.834 -0.2 -1.0 -0.9
H -6.050 -9.987 2.593 0.4 -0.6 0.4
H 2.109 -1.397 -7.456 0.1 -0.5 -0.2
H 4.571 -1.168 -9.162 0.5 0.2 0.2
O -4.667 -8.542 2.199 0.2 0.4 -1.8
H 1.396 7.127 -3.372 0.0 -0.2 0.2
C 4.292 -2.211 -9.010 -0.6 -0.8 -0.3
C 4.019 -2.595 -7.534 0.6 1.5 -1.2
H -0.350 3.865 5.751 0.2 -0.4 0.2
C -2.883 -7.152 3.012 -0.8 -0.3 1.1
O 3.735 -0.961 0.237 2.9 -1.3 -2.2
F 2.768 8.257 1.133 0.4 -0.3 0.2
H 1.521 7.618 -0.841 -0.1 -0.3 0.0
H -1.682 3.274 4.178 0.5 0.0 -0.4
O 5.186 -3.131 -9.619 -1.5 -0.7 2.0
C 2.287 9.509 1.318 -3.2 -0.2 -2.4
O -4.410 1.847 6.278 0.5 -0.4 0.5
O 2.005 -1.031 1.331 -5.1 -3.2 2.8
```
Positions in Å, forces in eV/Å.

Atomic charges from the Mulliken analysis, expressed in e, are listed below:
1 H 0.3153
2 O -0.2388
3 H 0.4436
4 H 0.3373
5 C -1.4268
6 H 0.3445
7 C -0.1980
8 H 0.3063
9 C -0.7319
10 O -0.8763
11 H 0.3854
12 H 0.3334
13 H 0.4263
14 H 0.3457
15 H 0.3661
16 H 0.3531
17 H 0.2917
18 H 0.3484
19 H 0.4226
20 N 1.0571
21 H 0.2888
22 F -0.3045
23 C 0.1322
24 C -0.7237
25 C -1.3052
26 H 0.2914
27 H 0.2273
28 H 0.4252
29 H 0.3232
30 H 0.3930
31 H 0.4251
32 H 0.4086
33 H 0.3247
34 C -0.7077
35 N -0.2554
36 C -0.1623
37 H 0.3657
38 C -0.7427
39 C -1.2021
40 H 0.2440
41 O -0.6744
42 H 0.2588
43 H 0.2480
44 N -0.3249
45 H 0.3430
46 H 0.3673
47 H 0.3175
48 H 0.2933
49 F -0.2731
50 H 0.3169
51 N -0.2807
52 H 0.3481
53 H 0.4201
54 H 0.3509
55 C -1.3211
56 C -0.6521
57 H 0.2915
58 H 0.3631
59 H 0.5055
60 O -0.3338
61 H 0.3787
62 C -0.8401
63 C 0.1523
64 H 0.4706
65 C 0.1844
66 O -0.6804
67 F -0.2721
68 H 0.2262
69 H 0.3481
70 O -0.3624
71 C 0.8085
72 O -0.3260
73 O -0.7023

Entry 4:
Formula: CH7IN5
Source: OMol25
Level of theory: ωB97M-V with the def2-TZVPD basis set

* net charge: +1
* spin multiplicity: 1
* HOMO (alpha / beta): -0.4654 / -0.4654 Ha
* orbital gap (alpha / beta): 0.255 / 0.255 Eh

```
14
Properties=species:S:1:pos:R:3:forces:R:3
H 1.612 -0.394 -0.242 -1.6 0.1 0.4
N -2.333 0.974 -0.267 -1.6 2.3 -0.5
H 0.442 -0.534 2.189 0.3 -0.6 -1.0
H -0.443 1.673 -0.026 -0.1 0.9 0.6
H -1.931 -1.202 -1.735 0.1 0.0 -0.1
C -0.440 -0.021 -1.001 2.7 -1.7 2.6
I -2.390 -1.099 0.713 -2.0 -1.1 0.4
N 0.673 -0.112 0.144 -0.1 0.4 -0.9
N -1.263 -1.160 -0.971 -0.5 -0.6 0.6
H 0.374 -1.867 0.969 0.2 -0.1 1.3
H -2.742 1.757 0.315 0.7 -1.0 -0.4
N -1.115 1.180 -0.594 0.1 0.2 0.0
N 0.236 -0.902 1.250 1.3 0.5 -1.8
H 0.107 -0.044 -1.904 0.4 0.7 -1.2
```
Positions in Å, forces in eV/Å.

Atomic charges from the Mulliken analysis, expressed in e, are listed below:
1 H 0.2856
2 N -0.4547
3 H 0.2379
4 H 0.3236
5 H 0.3699
6 C 0.0806
7 I 0.4413
8 N -0.3038
9 N -0.6656
10 H 0.3057
11 H 0.3069
12 N 0.1689
13 N -0.5227
14 H 0.4265

Entry 5:
Formula: C17H19N3O7S
Source: OMol25
Level of theory: ωB97M-V with the def2-TZVPD basis set

* net charge: 0
* spin multiplicity: 1
* HOMO: -0.3328 Ha
* orbital gap: 0.313 Eh

```
47
Properties=species:S:1:pos:R:3:forces:R:3
H -2.410 -1.642 1.247 0.1 0.1 0.0
N -3.508 0.060 0.779 0.1 0.0 0.1
H -3.129 1.943 1.573 -0.1 0.0 0.0
S -0.142 1.997 1.057 0.4 -0.3 -0.6
C 6.704 -1.727 0.457 0.0 0.4 -0.3
C 1.478 1.710 0.345 -0.4 -0.1 0.5
C 5.689 -0.693 0.058 0.0 -0.1 0.1
C -1.181 -0.236 0.136 0.0 -0.5 0.3
C 2.297 0.723 0.830 -0.1 0.1 0.1
H 6.958 0.027 -1.469 0.0 0.0 0.0
H 1.191 3.274 -1.067 0.0 0.1 -0.2
H 3.409 2.921 -2.150 0.0 0.1 -0.1
O 7.759 -1.815 -0.119 0.1 -0.1 0.1
C 3.091 2.306 -1.321 -0.2 0.0 0.1
C -4.574 -0.601 0.269 0.0 -0.1 0.2
H -6.307 -3.548 -1.920 -0.1 -0.1 -0.1
O -0.439 3.394 0.957 0.0 0.1 -0.2
H -4.547 -3.348 -1.903 0.1 -0.1 -0.1
C -2.265 -0.566 1.171 0.3 -0.3 0.0
O -4.438 -1.943 0.376 0.3 0.2 0.1
O -5.549 -0.054 -0.191 -0.4 0.0 -0.2
N 5.168 1.091 -1.421 0.2 0.2 -0.3
H -6.473 -2.222 0.193 0.1 -0.1 0.0
H -2.160 2.892 -0.473 -0.2 0.0 -0.1
C 1.865 2.503 -0.731 0.3 0.1 -0.2
C 4.415 -0.577 0.743 0.2 0.2 -0.3
H -4.386 1.868 0.299 0.1 0.0 0.1
O 6.364 -2.516 1.459 -0.1 -0.2 0.3
H -5.450 -3.674 0.421 0.0 0.1 0.0
H -1.958 -0.162 2.140 -0.1 -0.1 -0.1
C 6.001 0.135 -0.976 0.1 -0.3 0.3
O 4.072 -1.311 1.671 -0.1 0.0 0.1
O -0.198 1.366 2.344 0.1 -0.2 -0.1
C -5.493 -2.900 -1.606 0.1 0.2 0.4
H -2.641 1.452 -1.413 0.0 0.0 0.1
C 3.941 1.299 -0.845 -0.5 -0.1 0.5
C 3.544 0.494 0.237 0.0 0.2 -0.2
H -1.421 -0.707 -0.824 0.1 0.0 0.1
C -5.540 -2.717 -0.096 -0.4 -0.1 -0.3
C -3.411 1.495 0.614 -0.2 0.2 -0.3
H -5.601 -1.936 -2.097 0.0 0.0 -0.1
N -1.073 1.192 -0.087 0.6 0.7 0.6
H 5.442 1.683 -2.193 0.0 -0.2 0.2
H -0.210 -0.594 0.478 0.0 -0.2 -0.1
C -2.337 1.818 -0.428 -0.5 0.5 0.2
H 5.456 -2.283 1.795 0.2 0.1 -0.3
H 2.001 0.127 1.680 0.0 -0.1 0.1
```
Positions in Å, forces in eV/Å.

Atomic charges from the Mulliken analysis, expressed in e, are listed below:
1 H 0.4754
2 N 0.0977
3 H 0.3140
4 S 1.4496
5 C 0.4673
6 C -0.2315
7 C -0.5450
8 C -0.8180
9 C -0.3011
10 H 0.4501
11 H 0.5267
12 H 0.3478
13 O -0.6122
14 C -1.1481
15 C 0.7914
16 H 0.3824
17 O -0.7773
18 H 0.2863
19 C -0.7201
20 O -0.3954
21 O -0.6544
22 N -0.0146
23 H 0.3318
24 H 0.4748
25 C -0.7884
26 C 1.5408
27 H 0.4886
28 O -0.5447
29 H 0.3147
30 H 0.2987
31 C -0.2570
32 O -0.8731
33 O -0.6846
34 C -1.1139
35 H 0.3835
36 C 0.2067
37 C 0.3137
38 H 0.4721
39 C -0.2880
40 C -0.7432
41 H 0.3082
42 N 0.1431
43 H 0.2147
44 H 0.2965
45 C -0.9446
46 H 0.4291
47 H 0.6494

Entry 6:
Formula: C9H14O
Source: OMol25
Level of theory: ωB97M-V with the def2-TZVPD basis set

* net charge: 0
* spin multiplicity: 1
* HOMO: -0.3238 Ha
* orbital gap: 0.356 Eh

```
24
Properties=species:S:1:pos:R:3:forces:R:3
C 0.364 1.313 -1.914 -0.6 -0.6 -0.1
H 2.370 0.877 1.614 0.0 0.2 -0.1
C 0.172 -1.314 0.245 -1.1 -0.2 0.6
C 0.270 0.752 1.990 0.1 0.8 1.1
H 0.524 1.625 3.735 -0.1 -0.1 -0.1
H 2.163 -0.999 -0.185 0.6 0.4 0.1
H 0.919 1.877 -1.177 0.0 0.3 0.2
C 1.359 -0.634 0.433 -0.2 -0.4 -0.1
H -1.616 0.367 -1.370 0.8 0.1 0.7
C -1.158 1.330 -1.655 0.3 -1.1 0.0
H 0.151 -2.088 -1.825 0.1 0.4 0.2
C 0.038 -2.387 -0.779 0.0 -1.7 -0.6
H 0.711 -3.252 -0.656 0.3 0.5 0.2
C 1.443 0.381 1.370 -0.1 -0.4 -0.5
H -1.692 -1.846 0.921 -0.9 0.7 0.4
H 0.728 0.287 -1.804 0.2 0.2 -0.7
H -0.933 -2.891 -0.750 -0.1 0.4 0.2
H -1.290 2.037 -0.841 -1.0 0.3 -0.4
O 0.327 1.877 2.826 -0.2 0.0 -0.2
H -1.776 0.490 2.409 -0.2 -0.3 0.1
H -1.701 1.404 -2.597 -0.1 1.3 0.1
H 0.538 1.764 -2.891 0.4 -0.3 0.0
C -0.970 -1.048 1.039 1.6 0.2 -0.6
C -0.941 0.080 1.864 0.3 -0.6 -0.4
```
Positions in Å, forces in eV/Å.

Atomic charges from the Mulliken analysis, expressed in e, are listed below:
1 C -0.5795
2 H 0.4109
3 C 0.9020
4 C 0.4110
5 H 0.3214
6 H 0.4048
7 H 0.2288
8 C -0.5162
9 H 0.1861
10 C -0.7830
11 H 0.2768
12 C -1.4974
13 H 0.3901
14 C -0.5145
15 H 0.3319
16 H -0.0051
17 H 0.3756
18 H 0.2250
19 O -0.5516
20 H 0.4429
21 H 0.3652
22 H 0.3711
23 C -0.5653
24 C -0.6308

What did the first record say?
Formula: C3H3N2S
Source: OMol25
Level of theory: ωB97M-V with the def2-TZVPD basis set

* net charge: +1
* spin multiplicity: 1
* HOMO: -0.5128 Ha
* orbital gap: 0.280 Eh

```
9
Properties=species:S:1:pos:R:3:forces:R:3
C -1.752 -0.253 0.422 2.6 1.9 -0.5
H -1.201 1.621 -0.917 -1.0 -1.2 1.6
S 2.918 -0.273 0.074 1.9 -0.4 -0.2
N -0.660 -0.771 -0.048 0.3 -2.1 -0.4
C -1.142 0.935 0.016 3.8 1.7 -1.7
H -2.671 -0.539 0.722 -2.8 -1.5 0.5
N 1.544 0.511 0.029 -3.9 0.2 0.3
H 2.652 -1.510 -0.393 -0.5 -0.1 0.2
C 0.313 0.279 0.094 -0.4 1.5 0.2
```
Positions in Å, forces in eV/Å.

Atomic charges from the Mulliken analysis, expressed in e, are listed below:
1 C 0.0877
2 H 0.2769
3 S 0.0700
4 N -0.1380
5 C -0.0918
6 H 0.4234
7 N -0.2781
8 H 0.1802
9 C 0.4698